This record from the OMol25 dataset describes a molecular structure, C38H90InN6O14. The level of theory is ωB97M-V/def2-TZVPD.

Positions of all 149 atoms, in Å:
In 4.13287 -0.32276 1.25821
C -0.43182 1.40488 0.75022
C -1.52607 0.75402 0.16180
C -1.35637 -0.47723 -0.71576
O -2.32438 -1.28345 -1.14487
C -0.13999 -0.83800 -1.12171
C 1.13649 -0.16857 -0.64211
C 0.91657 0.97606 0.43305
O 1.94427 1.32978 0.99282
O 2.29144 -0.61498 -0.84429
O -2.66200 1.28146 0.45850
H -0.47543 2.24495 1.42755
H 0.09909 -1.69229 -1.73768
C -4.13485 6.08805 -5.86109
C -3.45972 5.34605 -4.61971
C -2.50990 4.24877 -5.01890
O -1.92769 3.48070 -3.90005
C -2.69634 2.51946 -3.24232
N -2.73320 6.43309 -3.91451
H -4.64585 5.53757 -6.65100
H -3.33206 6.51588 -6.46158
H -4.76069 6.90382 -5.49920
H -4.23867 5.02560 -3.92786
H -1.78762 4.60892 -5.75150
H -2.87452 3.44113 -5.65363
H -3.11497 1.85892 -4.00162
H -3.41140 3.10230 -2.66173
H -2.10416 2.00070 -2.48846
H -2.23921 6.01261 -3.14038
H -3.42867 7.05092 -3.52119
C 1.69348 -1.91589 5.72433
C 2.44197 -1.71774 4.39299
C 1.81799 -2.61643 3.33061
O 2.11139 -2.40195 1.93897
C 1.41425 -3.23943 1.07677
N 2.41304 -0.31129 3.84928
H 0.64180 -1.64444 5.63284
H 2.15282 -1.13012 6.32406
H 1.83798 -2.96382 5.98714
H 3.48541 -1.94406 4.61234
H 0.73551 -2.67512 3.44414
H 2.14352 -3.63661 3.53395
H 1.56857 -4.27231 1.38895
H 1.60003 -3.15237 0.00626
H 0.36821 -3.09608 1.34758
H 2.36771 0.37492 4.58898
H 1.52198 -0.06869 3.44032
C -2.86505 0.60961 4.58672
C -1.71608 -0.34122 4.22853
C -2.08761 -1.54323 3.29154
O -2.75320 -2.51484 4.01982
C -2.83180 -3.74100 3.22959
N -0.63981 0.45083 3.69339
H -2.48933 1.49589 5.09802
H -3.54443 0.07102 5.24736
H -3.33490 0.94650 3.66268
H -1.36669 -0.74662 5.17810
H -1.08382 -1.78043 2.93904
H -2.67088 -1.07953 2.49600
H -3.49565 -3.53836 2.38914
H -3.29026 -4.59334 3.73102
H -1.87241 -4.11388 2.87093
H -0.88538 0.71454 2.74986
H -0.81663 1.28707 4.23147
C 7.39439 -3.74708 1.23202
C 6.13694 -2.96828 0.96125
C 5.15520 -3.62661 -0.10356
O 4.62380 -2.60224 -0.74399
C 4.07576 -2.97922 -1.97042
N 5.37312 -2.94363 2.22305
H 7.26991 -4.72934 1.68784
H 8.00071 -3.15582 1.91823
H 7.93606 -3.74277 0.28615
H 6.47132 -1.95630 0.73281
H 4.34893 -4.17559 0.38291
H 5.78705 -4.15383 -0.81833
H 4.77742 -3.60819 -2.51830
H 3.78989 -2.08296 -2.52095
H 3.18203 -3.59832 -1.89258
H 6.05879 -2.96271 2.96440
H 4.88635 -3.81183 2.39449
C -7.65175 -1.66641 -0.92163
C -6.24130 -1.48861 -0.46174
C -5.82048 -2.15460 0.87853
O -6.36467 -1.47074 2.02163
C -5.78099 -0.12005 2.10241
N -5.36623 -2.01300 -1.53485
H -8.09209 -2.62434 -0.64491
H -7.82607 -1.57557 -1.99376
H -8.24705 -0.89593 -0.43165
H -6.04499 -0.42649 -0.31527
H -4.74297 -1.99499 0.83873
H -5.86335 -3.24365 0.89366
H -5.74380 0.19078 3.14649
H -6.35461 0.62551 1.55177
H -4.78221 0.08586 1.71752
H -4.37611 -2.07688 -1.34597
H -5.40546 -1.26416 -2.21145
C -2.12521 -5.13921 -4.30287
C -1.85156 -4.09317 -3.30707
O -1.91100 -2.79498 -3.77616
H -3.03054 -4.92729 -4.87171
H -2.36951 -6.10901 -3.86940
H -1.35115 -5.18904 -5.06867
H -0.82307 -4.19447 -2.96059
H -2.44076 -4.17589 -2.39378
H -1.93559 -2.18581 -3.03460
C 0.29055 0.66768 -5.02637
C 1.72660 0.44646 -4.39735
O 2.41632 1.73519 -4.41684
H -0.21670 -0.27697 -4.83034
H 0.33090 0.75838 -6.11183
H -0.27555 1.47694 -4.56513
H 2.35036 -0.27241 -4.92863
H 1.65719 0.11738 -3.36053
H 1.84016 2.40875 -4.04811
C -4.55097 4.64351 1.46144
C -5.41886 3.40820 1.56640
O -5.41815 2.68388 0.28375
H -4.85130 5.48794 0.84107
H -3.54096 4.35113 1.17424
H -4.54988 5.13874 2.43244
H -6.45427 3.74824 1.54660
H -5.27703 2.72693 2.40536
H -4.48782 2.53895 0.09644
C 4.59975 2.28326 4.37065
O 4.33649 2.26938 2.97359
C 4.49449 3.49444 2.30524
C 4.28069 3.47831 0.75586
N 4.93191 2.35499 -0.00283
C 4.46401 2.27219 -1.38314
C 5.29871 1.39131 -2.19080
O 5.52395 0.19939 -1.35870
C 6.56373 -0.56636 -1.98340
H 3.80286 2.87947 4.81516
H 5.57558 2.63696 4.70345
H 4.56477 1.24655 4.70549
H 5.53157 3.76047 2.50965
H 3.70571 4.11166 2.73532
H 4.79033 4.37130 0.39401
H 3.24787 3.57117 0.42006
H 5.90612 2.61282 0.06457
H 4.35461 3.20485 -1.93656
H 3.46965 1.85433 -1.22584
H 6.23988 1.91327 -2.36355
H 4.83752 1.27410 -3.17145
H 6.09284 -1.08323 -2.81959
H 6.80924 -1.40610 -1.33327
H 7.50541 -0.08635 -2.24972

Calculated values
E_HOMO: -10.21 eV
calculated total energy: -3073.1770 hartree
spin multiplicity: 1
net charge: +1
HOMO-LUMO gap: 2.6 eV
LUMO: -7.6 eV
strongest force on any atom: 6.6 eV Å⁻¹

Mulliken population analysis, charges in e, atoms 1 to 99:
1. In 0.9940
2. C -1.0668
3. C 0.0676
4. C -0.3211
5. O -0.4583
6. C 0.4632
7. C -0.3116
8. C 0.3900
9. O -0.0571
10. O 0.0932
11. O -0.2888
12. H 0.3592
13. H 0.8024
14. C -1.4175
15. C 0.7376
16. C -1.0165
17. O -0.2748
18. C -0.2762
19. N -0.7398
20. H 0.3726
21. H 0.3752
22. H 0.3191
23. H 0.1997
24. H 0.3861
25. H 0.4176
26. H 0.3616
27. H 0.3670
28. H -0.3334
29. H 0.2541
30. H 0.2633
31. C -1.3470
32. C 0.4750
33. C -0.8773
34. O 0.4371
35. C -0.6585
36. N -0.0215
37. H 0.1043
38. H 0.4772
39. H 0.4121
40. H 0.2312
41. H 0.1581
42. H 0.4937
43. H 0.5210
44. H -0.0824
45. H -0.0327
46. H 0.3555
47. H -0.3952
48. C -1.6355
49. C -0.1271
50. C 1.2853
51. O -0.5523
52. C -0.4127
53. N 0.1680
54. H 0.5249
55. H 0.4539
56. H 0.2095
57. H 0.0867
58. H -0.6353
59. H -0.0605
60. H 0.0524
61. H 0.3440
62. H 0.1912
63. H -0.3663
64. H 0.3053
65. C -1.9471
66. C 0.2265
67. C -0.7377
68. O 0.5056
69. C -1.1251
70. N -0.2991
71. H 0.3287
72. H 0.4910
73. H 0.4891
74. H 0.0457
75. H 0.3487
76. H 0.4705
77. H 0.4553
78. H 0.1227
79. H 0.3083
80. H 0.2532
81. H 0.2258
82. C -1.4931
83. C 1.2574
84. C -0.3011
85. O -0.4820
86. C -0.8265
87. N -0.7675
88. H 0.2939
89. H 0.4035
90. H 0.3396
91. H -0.2244
92. H -0.2826
93. H 0.5823
94. H 0.3706
95. H 0.5239
96. H 0.1422
97. H 0.2100
98. H 0.3089
99. C -1.3576